[1]
C36H50BrN2PRhSi | ωB97M-V/def2-TZVPD

The geometry in XYZ format:
```
92
Properties=species:S:1:pos:R:3:lowdin_charge:R:1
Rh -0.8556 4.3933 1.9737 0.8973
C -3.9424 6.6887 2.3863 -0.0213
C -2.4841 6.7481 2.1097 -0.2936
C -1.9638 6.7099 0.8408 -0.0527
C -0.5933 6.6142 0.6199 -0.1045
C 0.3499 6.5539 1.6796 -0.1150
C -0.1862 6.6339 2.9774 -0.0898
C -1.5842 6.6970 3.1809 -0.0442
H -4.4271 5.7162 2.2735 0.0782
H -4.5039 7.3842 1.7388 0.1120
H -4.1415 6.9229 3.4380 0.0978
H -2.6624 6.7828 -0.0064 0.1469
H -0.2608 6.6132 -0.4177 0.1233
H 1.5268 6.5858 1.5125 0.1708
H 0.3701 6.6733 3.8988 0.1234
H -1.9432 6.7693 4.2088 0.1368
N -1.6989 3.2043 3.5768 0.1172
P 0.3303 3.1296 0.3316 0.6185
C 0.4043 2.9711 -1.4392 -0.4708
C -0.5653 3.7272 -2.1652 -0.1049
C -0.4874 3.8208 -3.5393 -0.0490
C 0.5786 3.1995 -4.2385 -0.0307
C 1.4737 2.4255 -3.5353 -0.0508
C 1.4156 2.3190 -2.1296 -0.0958
C 1.9127 3.6124 0.9224 -0.4993
C 2.2105 3.4504 2.2663 -0.1375
C 3.3738 3.9642 2.8570 -0.0377
C 4.2283 4.6307 2.0116 -0.0562
C 3.9256 4.8329 0.6732 -0.0340
C 2.7259 4.3682 0.1233 -0.0890
C -2.8192 2.7943 2.9587 -0.3972
C -3.8514 1.9650 3.4886 0.0553
C -4.8442 1.6273 2.5920 -0.0070
C -4.8732 2.1574 1.2804 0.0333
C -3.8314 3.0121 0.8922 -0.0950
N -2.8397 3.3121 1.6869 0.0150
H -1.5897 2.9572 4.5365 0.0911
H -1.2865 4.2727 -1.5565 0.0799
H -1.2056 4.4881 -4.0117 0.1187
H 0.5867 3.3537 -5.3057 0.1196
H 2.2704 1.8202 -4.0227 0.1318
H 2.1096 1.6375 -1.6304 0.1183
H 1.5522 2.8250 2.9147 0.0969
H 3.6219 3.7888 3.9107 0.1299
H 5.1929 4.9667 2.3383 0.1199
H 4.7589 5.2727 0.1270 0.1280
H 2.5107 4.5992 -0.9156 0.1195
H -3.8214 1.6141 4.5112 0.1353
H -5.6629 0.9622 2.9886 0.1520
H -5.5775 1.9391 0.4879 0.1299
H -3.8646 3.4317 -0.0932 0.1262
C 2.8448 -5.0388 -2.9901 -0.1169
C 1.2998 -4.9525 -2.8036 -0.5725
C 0.6903 -5.8936 -3.9378 -0.0352
C 0.9185 -3.4212 -2.8867 -0.0514
Si 0.9845 -5.5848 -1.1202 1.0482
Br 0.0349 0.9437 0.8916 0.3504
C 1.9181 -5.9851 0.4112 -0.5604
C 1.1940 -6.9995 1.3770 -0.0496
C 2.2212 -4.5065 0.9277 -0.0408
C 3.1987 -6.6273 -0.1811 -0.0895
C -1.1642 -5.4858 -0.9343 -0.4985
C -0.9679 -6.9449 -1.1035 -0.1292
C -1.3583 -4.7729 0.4207 -0.0835
C -1.9635 -4.7682 -2.0374 -0.0600
H 2.9522 -4.7834 -4.0435 0.0962
H 3.3296 -6.0353 -2.9301 0.0966
H 3.3777 -4.3203 -2.4193 0.0685
H 0.8320 -5.2872 -4.8489 0.1072
H -0.3266 -6.1876 -3.8978 0.0587
H 1.3066 -6.7303 -4.0296 0.0661
H 0.7527 -3.0862 -3.9065 0.0957
H 1.8080 -2.8689 -2.5081 0.0859
H 0.0950 -3.1488 -2.2589 0.0478
H 0.3340 -6.6447 1.8906 0.0555
H 1.8729 -7.0894 2.2384 0.1052
H 1.0786 -7.9774 0.9267 0.0882
H 1.4596 -4.1362 1.6575 0.0992
H 2.2934 -3.7993 0.0766 0.0752
H 3.1559 -4.4385 1.4575 0.0846
H 3.1623 -7.7238 -0.2124 0.1065
H 3.9690 -6.4235 0.5877 0.1020
H 3.7024 -6.1467 -1.0057 0.0494
H -0.8449 -7.4257 -0.1356 0.0796
H -0.1009 -7.4510 -1.6879 0.1192
H -1.8442 -7.4224 -1.5248 0.1137
H -0.9429 -5.2401 1.2909 0.0528
H -2.4601 -4.8496 0.4663 0.0936
H -1.2223 -3.7102 0.3364 0.0692
H -1.5137 -4.7737 -2.9924 0.0444
H -2.2757 -3.8142 -1.6598 0.0752
H -2.8635 -5.3875 -2.2084 0.1057
```

Its expectation value of S² is 6.061. The spin multiplicity is 5. As for the HOMO energy (alpha / beta): -14.4 / -14.4 eV. The value obtained for the electronic energy is -131312.0568 eV. The HOMO-LUMO gap (alpha / beta) comes out at 7.119 / 4.091 eV. Its lowest unoccupied orbital energy (alpha / beta) is -7.3 / -10.3 eV. As for the total charge: +3. The calculation puts the maximum force at 5.61 eV Å⁻¹.

[2]
C36H50N2O6S2Sb2Ti | ωB97M-V/def2-TZVPD

The geometry in XYZ format:
```
99
Properties=species:S:1:pos:R:3:lowdin_charge:R:1
Ti 0.4082 0.8869 -0.1762 0.7630
N -0.5597 2.5606 2.6972 0.0038
C 0.4181 1.8346 3.4971 -0.1812
C 0.8474 0.5090 2.8917 -0.6347
O 1.2636 -0.3563 3.6336 0.0326
O 0.7586 0.3654 1.5915 -0.2592
H -0.8340 3.4179 3.1585 0.0753
H -1.3987 2.0081 2.5612 0.0246
H 0.0931 1.5972 4.5108 0.1153
H 1.3236 2.4406 3.5819 0.1238
C 5.6276 -1.5772 0.4632 -0.3522
Sb 3.6643 -1.0426 1.2566 1.3985
C 4.5018 0.7218 2.1717 -0.3071
C 3.1580 -0.1109 -0.6899 -0.3178
C 3.7589 1.2173 -1.0346 -0.2775
C 4.9421 1.2452 -1.7730 -0.0660
C 5.4964 2.4350 -2.2235 -0.1013
C 4.8386 3.6252 -1.9511 -0.0994
C 3.6691 3.6050 -1.2030 -0.0497
C 3.1163 2.4233 -0.7033 -0.2576
C 1.8935 2.4640 0.1670 -0.1804
Sb -1.5231 2.9426 -0.5893 1.3768
C -2.7692 2.3832 -2.2611 -0.3353
C -0.4812 4.4459 -1.7248 -0.3608
H 6.2579 -1.9285 1.2854 -0.0081
H 6.1016 -0.7080 0.0012 -0.0085
H 5.5550 -2.3818 -0.2744 -0.0178
H 4.8207 1.4131 1.3911 0.0067
H 5.3664 0.4086 2.7614 0.0029
H 3.7834 1.2079 2.8323 -0.0102
H 2.0698 -0.0526 -0.8006 -0.0181
H 3.4997 -0.8640 -1.3995 0.0477
H 5.4261 0.3048 -2.0203 0.1017
H 6.4176 2.4287 -2.7944 0.0949
H 5.2361 4.5666 -2.3137 0.0955
H 3.1673 4.5409 -0.9767 0.1050
H 1.4933 3.4795 0.1613 0.0316
H 2.1874 2.2440 1.1946 0.0442
H -3.6205 3.0623 -2.3249 0.0007
H -3.1444 1.3708 -2.1086 -0.0150
H -2.1929 2.4517 -3.1866 0.0037
H 0.2550 3.9347 -2.3448 -0.0002
H 0.0329 5.1358 -1.0564 -0.0086
H -1.1834 4.9996 -2.3487 -0.0026
O -2.4390 -1.8865 -2.6055 0.0606
C -1.6248 -1.0471 -2.8886 -0.4852
C -1.3422 -0.5865 -4.3161 -0.0689
C -0.2149 0.4274 -4.1555 -0.0671
C -0.1024 0.5114 -2.6594 -0.5298
O 0.6334 1.3491 -2.0538 -0.1683
N -0.8241 -0.3419 -1.9792 0.1188
H -2.2514 -0.1409 -4.7169 0.1234
H -1.0939 -1.4462 -4.9342 0.1195
H -0.4239 1.4099 -4.5759 0.1211
H 0.7397 0.0973 -4.5675 0.1278
O -1.6968 0.1520 0.7367 -0.6449
S -1.9395 -1.3473 0.6258 0.9886
C -1.4366 -2.0652 2.2322 -0.2455
C -2.2881 -1.7268 3.4163 -0.2734
C -2.3638 -0.4187 3.8926 -0.0346
C -3.1798 -0.1011 4.9673 -0.0639
C -3.9303 -1.0910 5.5912 -0.0850
C -3.8603 -2.3973 5.1280 -0.0778
C -3.0490 -2.7086 4.0446 -0.0505
C -3.7606 -1.5544 0.7573 -0.2286
C -4.4794 -0.3831 0.1547 -0.2685
C -5.0323 -0.4647 -1.1209 -0.0474
C -5.6899 0.6260 -1.6744 -0.0915
C -5.7838 1.8162 -0.9658 -0.1111
C -5.2219 1.9094 0.3021 -0.0914
C -4.5765 0.8147 0.8598 -0.0501
H -0.4069 -1.7169 2.3405 0.0789
H -1.4179 -3.1434 2.0429 0.1018
H -1.7751 0.3492 3.4095 0.0797
H -3.2267 0.9207 5.3253 0.1067
H -4.5635 -0.8444 6.4343 0.1018
H -4.4380 -3.1768 5.6097 0.1033
H -3.0001 -3.7318 3.6840 0.1150
H -4.0237 -1.6895 1.8042 0.0864
H -3.9507 -2.4681 0.1914 0.1011
H -4.9316 -1.3858 -1.6834 0.1097
H -6.1245 0.5471 -2.6639 0.1070
H -6.2922 2.6692 -1.4004 0.1049
H -5.2925 2.8354 0.8606 0.1043
H -4.1492 0.8820 1.8549 0.1096
O 0.8647 -2.0146 -0.1139 -0.6332
S 0.4960 -3.1969 -0.9669 0.9381
C 1.5143 -4.5748 -0.3246 -0.2967
C 2.4565 -5.0270 -1.4375 -0.2270
C 2.8182 -3.7588 -2.2063 -0.2286
C 1.4851 -3.0859 -2.4960 -0.3034
H 0.8474 -5.3585 0.0347 0.0855
H 2.0432 -4.1248 0.5166 0.0835
H 1.9441 -5.7282 -2.1013 0.1127
H 3.3344 -5.5334 -1.0357 0.1161
H 3.3808 -3.9644 -3.1172 0.1186
H 3.4248 -3.1078 -1.5734 0.0896
H 0.9218 -3.6090 -3.2736 0.0974
H 1.5511 -2.0251 -2.7391 0.0821
```

Its expectation value of S² is 2.012. The spin multiplicity is 3. As for the HOMO energy (alpha / beta): -7.1 / -7.1 eV. The value obtained for the electronic energy is -111269.3777 eV. The HOMO-LUMO gap (alpha / beta) comes out at 7.417 / 5.935 eV. Its lowest unoccupied orbital energy (alpha / beta) is 0.3 / -1.2 eV. As for the total charge: 0. The calculation puts the maximum force at 1.93 eV Å⁻¹.

[3]
C36H51BMoN9O4PS4 | ωB97M-V/def2-TZVPD

The geometry in XYZ format:
```
107
Properties=species:S:1:pos:R:3:lowdin_charge:R:1
Mo -0.7619 -0.0447 -0.0892 1.3139
C 1.5691 0.3568 5.0982 -0.0683
C 2.7164 1.2421 4.6399 -0.5229
C 3.1183 2.1799 5.7769 -0.0096
C 3.8847 0.3565 4.2040 -0.0137
N 2.3525 2.1063 3.4557 0.0418
C 3.3142 2.9003 2.8713 -0.0030
C 2.7280 3.5539 1.8469 -0.0169
N 1.4103 3.1664 1.7825 0.0851
B 0.5749 3.8790 0.6340 -0.5265
N 1.1751 3.5478 -0.7513 0.0163
C 1.1832 4.5666 -1.6768 -0.0245
C 1.7741 4.1081 -2.7920 -0.0177
N 2.1482 2.7989 -2.5584 0.0211
C 1.7404 2.4533 -1.3096 -0.6452
S 1.8562 0.8936 -0.5507 0.6788
C 2.8299 2.0293 -3.6611 -0.5258
C 1.7532 1.6498 -4.6764 -0.0049
C 3.8791 2.9434 -4.3034 -0.0245
C 3.5642 0.7885 -3.1690 -0.0714
N -0.9641 3.7172 0.6733 0.0524
C -1.7088 4.5512 1.4757 -0.0353
C -3.0123 4.3358 1.2161 -0.0033
N -3.0805 3.3690 0.2332 0.0256
C -1.8230 3.0139 -0.0881 -0.5896
S -1.3647 1.9289 -1.3756 0.7282
C -4.3613 2.8296 -0.3480 -0.5253
C -5.5353 3.4264 0.4245 -0.0404
C -4.3890 1.3044 -0.1903 -0.0388
C -4.4656 3.2519 -1.8111 -0.0253
C 1.2089 2.3000 2.7753 -0.2792
S -0.3362 1.3713 3.0252 0.9126
H 1.9361 -0.2182 5.9483 0.1062
H 1.2565 -0.3535 4.3328 0.0607
H 0.7054 0.9259 5.4431 0.0836
H 3.4497 1.5850 6.6271 0.1034
H 2.2739 2.7929 6.0928 0.1008
H 3.9351 2.8420 5.4943 0.0862
H 4.0775 -0.3802 4.9822 0.1007
H 4.8022 0.9227 4.0521 0.0867
H 3.6446 -0.1727 3.2805 0.0898
H 4.3223 2.9466 3.2362 0.1357
H 3.1363 4.2746 1.1615 0.1433
H 0.7776 5.0438 0.8245 0.1325
H 0.7628 5.5311 -1.4592 0.1374
H 1.9670 4.6089 -3.7190 0.1282
H 1.3366 2.5306 -5.1648 0.0958
H 0.9291 1.1218 -4.1922 0.0702
H 2.1770 1.0067 -5.4468 0.1037
H 3.4509 3.8089 -4.8019 0.0788
H 4.4111 2.3739 -5.0636 0.1002
H 4.6029 3.2857 -3.5637 0.1044
H 2.8828 0.0143 -2.8360 0.0051
H 4.2448 1.0159 -2.3493 0.0915
H 4.1468 0.4060 -4.0056 0.1002
H -1.2451 5.2169 2.1797 0.1418
H -3.8814 4.7878 1.6491 0.1271
H -5.5182 3.1461 1.4785 0.0986
H -6.4515 3.0343 -0.0126 0.1009
H -5.5757 4.5118 0.3403 0.0926
H -3.9420 1.0143 0.7645 0.0725
H -3.8701 0.7959 -0.9999 0.0468
H -5.4246 0.9669 -0.1944 0.1004
H -4.4905 4.3385 -1.8959 0.0989
H -5.3920 2.8563 -2.2267 0.1035
H -3.6395 2.8698 -2.4067 0.0443
O -3.7287 -2.5264 -1.3231 0.1748
C -2.8496 -2.2550 -0.5855 -0.6183
O -1.9740 -1.2085 -0.9157 -0.4199
C -2.5447 -2.8557 0.7654 -0.2134
P -1.1730 -1.9742 1.5830 1.0297
C -1.8018 -1.5712 3.2251 -0.3768
C -1.1331 -1.9592 4.3829 -0.0906
C -1.6367 -1.5943 5.6239 -0.0564
C -2.7931 -0.8342 5.7126 -0.0458
C -3.4564 -0.4356 4.5584 -0.0515
C -2.9610 -0.7995 3.3190 -0.1118
C 0.2372 -3.0661 1.7966 -0.3968
C 1.5059 -2.5728 1.5062 -0.1217
C 2.6218 -3.3763 1.6905 -0.0768
C 2.4690 -4.6728 2.1576 -0.0549
C 1.2038 -5.1690 2.4496 -0.0456
C 0.0883 -4.3675 2.2749 -0.0827
H -2.3222 -3.9159 0.6387 0.0936
H -3.4531 -2.7723 1.3665 0.1134
H -0.2325 -2.5563 4.3218 0.1051
H -1.1277 -1.9134 6.5236 0.1172
H -3.1811 -0.5521 6.6818 0.1176
H -4.3595 0.1551 4.6274 0.1186
H -3.4881 -0.4860 2.4236 0.0950
H 1.6293 -1.5606 1.1277 0.0602
H 3.6081 -2.9937 1.4621 0.1110
H 3.3373 -5.3032 2.2958 0.1161
H 1.0884 -6.1795 2.8164 0.1187
H -0.8939 -4.7590 2.5117 0.1215
N 0.3407 -1.1378 -2.1767 -0.0477
N 1.3933 -2.0799 -2.1004 -0.0595
C 1.1547 -3.3761 -1.7833 -0.8880
N 2.2653 -4.1290 -1.6474 0.1081
S -0.3771 -4.0031 -1.6197 0.7496
H -0.4577 -1.6538 -2.5627 0.0641
H 0.6254 -0.4424 -2.8618 0.0607
H 2.2941 -1.6605 -1.9216 0.1041
H 3.1505 -3.8178 -2.0146 0.1153
H 2.1234 -5.1227 -1.5722 0.1035
O -0.2586 0.9286 1.4944 -0.7899
O -1.3985 2.3434 3.2053 -0.3860
```

Its expectation value of S² is 2.027. The spin multiplicity is 3. As for the HOMO energy (alpha / beta): -12.9 / -13.1 eV. The value obtained for the electronic energy is -114914.1342 eV. The HOMO-LUMO gap (alpha / beta) comes out at 6.295 / 6.963 eV. Its lowest unoccupied orbital energy (alpha / beta) is -6.6 / -6.1 eV. As for the total charge: +2. The calculation puts the maximum force at 2.56 eV Å⁻¹.

[4]
C36H51BN12O3STi | ωB97M-V/def2-TZVPD

The geometry in XYZ format:
```
105
Properties=species:S:1:pos:R:3:lowdin_charge:R:1
Ti 1.0387 -0.3120 0.5500 0.9322
C -0.5777 0.1910 3.4721 -0.0156
C -0.3297 1.4040 2.6496 -0.3234
C -0.4255 2.7449 3.0293 0.0154
C -0.0047 3.4688 1.9278 -0.2867
C 0.1423 4.9419 1.7904 -0.0143
N 0.3027 2.5859 0.9554 0.0454
N 0.0913 1.3343 1.3867 -0.0125
B 0.8899 2.8953 -0.4272 -0.5131
N -0.2432 2.8617 -1.4672 0.0299
N -0.9902 1.7588 -1.6383 0.1028
C -1.7728 1.9811 -2.6848 -0.3606
C -2.7301 0.9852 -3.2399 -0.0717
C -1.5436 3.2651 -3.1974 0.0017
C -0.5539 3.7940 -2.3956 -0.2796
C 0.0812 5.1361 -2.4905 -0.0249
N 1.9380 1.8391 -0.8277 0.0294
N 1.5960 0.5848 -1.2199 -0.0012
C 2.6417 0.0813 -1.8912 -0.3079
C 2.6186 -1.2277 -2.6031 -0.0291
C 3.6806 1.0118 -1.9046 0.0355
C 3.2027 2.1101 -1.2151 -0.2552
C 3.9276 3.3688 -0.9027 -0.0052
H -0.7474 0.4622 4.5122 0.0820
H 0.2936 -0.4702 3.4014 0.0867
H -1.4356 -0.3552 3.0810 0.0523
H -0.7256 3.1358 3.9811 0.1055
H -0.1800 5.4268 2.7068 0.0797
H -0.4605 5.3144 0.9652 0.0762
H 1.1794 5.2111 1.5979 0.0835
H 1.3939 3.9634 -0.4174 0.1136
H -2.6183 0.0378 -2.7222 -0.0235
H -2.5092 0.8243 -4.2947 0.0822
H -3.7578 1.3545 -3.1711 0.0677
H -2.0302 3.7247 -4.0349 0.1008
H -0.3962 5.7039 -3.2857 0.0783
H 1.1433 5.0467 -2.7120 0.0783
H -0.0217 5.6882 -1.5577 0.0701
H 1.6247 -1.6663 -2.5488 0.0050
H 3.3391 -1.9221 -2.1712 0.0740
H 2.8897 -1.0678 -3.6482 0.0867
H 4.6529 0.8978 -2.3403 0.1169
H 4.9733 3.2577 -1.1752 0.0866
H 3.8673 3.5874 0.1610 0.0799
H 3.5110 4.2124 -1.4519 0.0753
C 3.2918 2.3467 3.0073 -0.0789
O 4.5412 2.0399 2.4377 -0.0924
C 4.7578 0.7810 1.8997 -0.1991
C 6.0987 0.4112 1.8550 -0.0251
C 6.4740 -0.8178 1.3373 -0.1085
C 5.5214 -1.6736 0.8400 -0.0613
C 4.1568 -1.3262 0.8352 -0.1532
C 3.1974 -2.2716 0.4001 -0.0976
N 1.8969 -2.0146 0.3495 -0.1396
N 1.0496 -3.0896 0.3848 0.0322
C -0.1341 -2.6938 0.8792 -0.4628
O -0.3143 -1.4080 1.1120 -0.2178
C -1.1358 -3.6552 1.2344 -0.1399
C -2.1771 -3.2858 2.1181 -0.0629
C -3.1799 -4.1586 2.4560 -0.1151
C -3.2075 -5.4499 1.9327 -0.1184
C -2.1597 -5.8526 1.1050 -0.1091
C -1.1376 -4.9954 0.7785 -0.0461
C 3.7561 -0.0670 1.3937 -0.2270
O 2.4770 0.2695 1.4592 -0.1743
H 3.4569 3.2465 3.6041 0.0941
H 2.5366 2.5609 2.2447 0.0708
H 2.9268 1.5406 3.6519 0.1034
H 6.8291 1.1082 2.2348 0.1098
H 7.5129 -1.1071 1.3363 0.0946
H 5.8013 -2.6415 0.4478 0.1028
H 3.5196 -3.2982 0.2153 0.1260
H -2.1221 -2.3024 2.5615 0.0847
H -3.9571 -3.8494 3.1462 0.0934
H -4.0061 -6.1314 2.1898 0.0866
H -2.1543 -6.8636 0.7186 0.0951
H -0.3128 -5.3455 0.1799 0.0896
C -1.8638 -5.2772 -3.5143 -0.0827
N -1.8043 -3.9220 -3.0297 -0.0717
C -0.7828 -3.3367 -2.3522 -0.8373
N 0.2967 -4.0330 -1.9831 0.1101
S -0.9239 -1.6958 -2.0447 0.7802
H -2.9038 -5.6046 -3.5390 0.0838
H -1.3228 -5.9427 -2.8442 0.0725
H -1.4387 -5.3762 -4.5201 0.0865
H -2.4492 -3.2586 -3.4324 0.1042
H 0.2477 -5.0387 -2.0511 0.0815
H 0.7684 -3.6890 -1.1013 0.0442
N -5.3986 0.3629 0.5877 0.0630
C -4.5938 1.4132 1.3078 -0.0897
C -3.2978 1.6927 0.5552 -0.2017
N -2.4968 0.4944 0.5736 -0.0381
C -3.2305 -0.7191 0.2814 -0.2135
C -4.5712 -0.4307 -0.3840 -0.0946
H -6.1791 0.7953 0.0854 0.1786
H -5.7812 -0.2856 1.2815 0.1785
H -4.3311 1.0409 2.2974 0.1363
H -5.2005 2.3116 1.4180 0.1293
H -2.7457 2.4747 1.0822 0.1224
H -3.5161 2.0734 -0.4575 0.1142
H -1.6769 0.6055 -0.0343 0.0595
H -3.4239 -1.2758 1.2088 0.0982
H -2.6158 -1.3660 -0.3534 0.0432
H -5.0993 -1.3515 -0.6282 0.1362
H -4.4322 0.1568 -1.2902 0.1034
```

Its expectation value of S² is 2.086. The spin multiplicity is 3. As for the HOMO energy (alpha / beta): -3.8 / -6.9 eV. The value obtained for the electronic energy is -96812.7330 eV. The HOMO-LUMO gap (alpha / beta) comes out at 2.967 / 6.048 eV. Its lowest unoccupied orbital energy (alpha / beta) is -0.8 / -0.8 eV. As for the total charge: 0. The calculation puts the maximum force at 2.69 eV Å⁻¹.

Question: Among the records above, which one has the lowest maximum force?
Answer: C36H50N2O6S2Sb2Ti

Question: What is the electronic energy in the first record?
Answer: -131312.0568 eV